Entry 1:
15
Properties=species:S:1:pos:R:3 method="wB97M-V/def2-TZVPD" multiplicity=3 orbital_gap_ev="7.09 / 5.77" homo_energy_ev="-11.2 / -13.4" lumo_energy_ev="-4.109 / -7.659" de_lowest_kj_mol=30.1 total_charge=+1
Br -3.988 0.061 0.136
O 0.802 1.992 0.311
N -1.984 0.624 -0.006
N -1.054 -1.498 0.200
C 1.880 -0.255 -0.047
C -1.034 -0.211 0.044
C 0.999 0.840 -0.351
H -1.791 1.423 -0.601
H 0.842 0.876 -1.348
H -0.299 -1.959 0.645
H 2.882 0.040 -0.655
H 1.667 -1.256 -0.604
H 1.950 -0.313 0.961
H 1.022 1.763 1.220
H -1.894 -2.126 0.097

---

Entry 2:
73
Properties=species:S:1:pos:R:3 method="wB97M-V/def2-TZVPD" orbital_gap_ev=1.05 homo_energy_ev=-5.0 lumo_energy_ev=-3.969 total_charge=-1
S -5.229 4.573 0.688
S 5.069 1.154 -3.931
Si 1.347 -0.950 0.739
Al 4.626 1.197 -0.098
Al -1.196 3.043 -1.022
F -5.193 2.605 2.388
F -2.859 -6.007 -0.028
F -8.440 0.844 -0.884
F 0.646 1.971 0.214
F -0.843 -6.061 -1.069
F -6.565 2.164 -0.983
F -1.740 -3.337 3.859
F -6.722 0.499 0.594
F -8.032 2.387 0.768
O -3.977 3.875 1.139
O 3.212 -1.652 -7.330
O 6.246 0.408 -3.585
O 5.142 2.494 -4.434
O 0.077 -6.317 3.158
O -0.968 -6.696 1.207
O 5.256 -1.750 -7.738
O 3.027 -1.122 3.631
O 3.860 -2.657 -9.185
O 0.931 -1.729 -0.671
O -1.222 -4.422 0.592
O -0.248 -3.498 2.367
C -0.454 -5.937 2.154
C 3.985 1.152 -2.472
C 4.097 -2.054 -8.140
C 2.723 0.375 -2.869
C -5.067 6.294 1.186
C -5.071 4.819 -1.079
C -0.626 -4.480 1.739
C 3.055 -3.099 4.938
C 4.000 0.162 -4.952
C -0.493 1.260 0.723
C 1.763 -1.058 5.618
C -0.024 0.071 1.535
C -1.252 2.256 1.630
C 2.245 -1.901 4.398
C 3.137 -0.621 -3.964
B -7.445 1.457 -0.106
B -1.506 -5.826 0.125
H -1.140 0.938 -0.106
H 2.271 -1.056 -4.455
H 2.534 -0.085 0.471
H 0.400 0.494 2.443
H 3.717 -1.433 -3.523
H -2.034 2.838 1.119
H 2.273 -0.130 -2.014
H -1.699 1.716 2.449
H -5.112 6.331 2.272
H 1.747 -1.969 1.704
H 1.333 -2.317 3.934
H 4.603 -0.474 -5.594
H 3.398 0.841 -5.554
H -5.903 5.428 -1.427
H 1.143 -1.680 6.268
H -5.119 3.835 -1.545
H 1.163 -0.210 5.288
H 3.397 -3.728 4.117
H -4.115 6.701 0.842
H -0.532 2.986 1.980
H 1.984 1.076 -3.263
H -4.117 5.306 -1.306
H 3.764 2.188 -2.181
H -0.900 -0.512 1.804
H 3.925 -2.769 5.510
H 0.163 -1.363 -1.128
H 2.433 -3.714 5.593
H 2.606 -0.684 6.200
H -5.897 6.859 0.764
H 4.532 0.636 -1.668

---

Entry 3:
17
Properties=species:S:1:pos:R:3 method="wB97M-V/def2-TZVPD" smiles=OC[C@H]1CCCO1 orbital_gap_ev=10.73 homo_energy_ev=-9.7 lumo_energy_ev=0.982 de_lowest_kj_mol=128.1
O -0.438 -0.122 -2.758
O 1.139 -0.363 -0.493
C -0.958 0.232 -1.501
C 0.151 0.670 -0.552
C -0.348 0.895 0.887
C 0.890 -1.154 0.662
C 0.385 -0.175 1.720
H 0.332 -0.678 -2.566
H -1.435 0.767 0.940
H -0.122 1.905 1.239
H 1.829 -1.646 0.930
H 0.656 1.546 -0.972
H -0.267 -0.656 2.455
H 1.228 0.268 2.258
H -1.669 1.051 -1.654
H 0.142 -1.933 0.449
H -1.513 -0.607 -1.043

---

Entry 4:
36
Properties=species:S:1:pos:R:3 method="wB97M-V/def2-TZVPD" orbital_gap_ev=7.38 homo_energy_ev=-11.9 lumo_energy_ev=-4.479 total_charge=+1
S 2.099 -0.250 1.248
O -3.129 2.145 -1.410
O -0.575 2.914 -0.146
O 4.213 -1.882 1.044
N -1.430 -3.329 0.458
C 0.106 -2.175 2.088
C 3.514 -0.989 0.234
C -0.846 -2.585 -0.514
C -1.004 4.271 -0.130
C 3.714 -3.226 0.954
C 0.726 -1.408 1.005
C -0.956 -3.089 1.706
C 0.223 -1.616 -0.359
C -2.580 2.467 -2.681
C -1.538 2.030 0.418
C -2.296 1.275 -0.661
H 1.754 0.987 0.722
H -1.607 0.731 -1.316
H -2.636 1.597 -3.343
H -0.983 1.307 1.031
H 0.481 -2.028 3.125
H 2.669 -3.356 1.342
H 4.143 -0.203 -0.246
H -0.980 4.659 0.893
H -1.544 2.805 -2.600
H -2.011 4.379 -0.541
H -1.208 -2.759 -1.559
H -2.953 0.542 -0.181
H 3.010 -1.592 -0.575
H -0.315 4.853 -0.741
H 4.361 -3.911 1.563
H -3.176 3.272 -3.112
H 3.725 -3.634 -0.096
H -1.406 -3.693 2.533
H -2.227 2.566 1.077
H 0.663 -1.072 -1.229

---

Entry 5:
12
Properties=species:S:1:pos:R:3 method="wB97M-V/def2-TZVPD" orbital_gap_ev=8.52 homo_energy_ev=-13.9 lumo_energy_ev=-5.378 de_lowest_kj_mol=418.9 total_charge=+1
Sn 1.635 1.897 -0.399
O -1.046 0.173 -0.258
O -1.523 1.825 0.985
O 1.715 0.188 -0.089
C -0.661 1.338 0.122
C -0.529 -1.286 0.001
C 0.898 -0.888 -0.110
H -0.832 -1.384 1.052
H -1.167 2.648 1.341
H -0.768 -2.235 -0.493
H 0.592 -1.175 -1.288
H 1.446 -1.718 0.381

---

Here are the calculated E_tot numbers, same order: -78298.182; -109156.953; -9441.715; -30188.364; -15153.118 (eV).